1.
318
Properties=species:S:1:pos:R:3:mulliken_charge:R:1 method="wB97M-V/def2-TZVPD" energy_ha=-5718.86407 charge=0 orbital_gap_ev=8.8430 lumo_ev=0.48
C 0.727 2.423 -5.707 -1.860
C 1.189 2.342 -4.294 0.042
C 0.066 2.849 -3.391 1.339
O -0.223 4.217 -3.639 -0.504
C -0.476 5.009 -2.476 -0.774
N 1.473 0.976 -3.905 0.051
H 1.328 1.935 -6.409 0.462
H 0.549 3.487 -5.909 0.390
H -0.257 2.012 -5.676 0.288
H 2.034 2.913 -4.213 0.507
H 0.320 2.744 -2.294 -0.528
H -0.837 2.146 -3.526 -0.204
H -0.666 6.072 -2.742 0.381
H 0.336 4.936 -1.760 0.280
H -1.376 4.560 -2.043 0.279
H 1.784 0.887 -2.966 0.126
H 0.718 0.278 -4.085 -0.292
C -3.632 -1.840 -7.004 -1.928
C -3.053 -2.416 -5.645 1.154
C -2.370 -3.736 -5.807 -0.594
O -3.273 -4.831 -6.022 -0.475
C -2.699 -5.788 -6.934 -0.739
N -2.111 -1.441 -5.189 0.464
H -3.966 -2.588 -7.624 0.531
H -2.839 -1.275 -7.481 0.384
H -4.412 -1.115 -6.855 0.330
H -3.876 -2.619 -4.984 -0.032
H -1.824 -3.915 -4.896 0.136
H -1.672 -3.628 -6.630 0.351
H -1.841 -6.252 -6.392 0.273
H -2.334 -5.255 -7.802 0.323
H -3.414 -6.588 -7.162 0.310
H -2.518 -0.479 -5.335 0.044
H -1.669 -1.576 -4.302 -0.632
C -1.414 0.620 4.320 -0.350
C -2.958 1.022 4.278 2.821
C -3.441 1.287 5.646 -1.262
O -3.476 0.101 6.362 -0.160
C -3.330 0.186 7.788 -0.754
N -3.077 2.172 3.377 0.038
H -1.364 -0.239 4.965 0.614
H -0.888 1.415 4.741 -0.706
H -1.031 0.285 3.385 -0.414
H -3.534 0.156 3.833 -1.429
H -4.486 1.770 5.571 0.271
H -2.915 2.046 6.255 0.393
H -2.520 0.866 7.928 0.285
H -2.994 -0.819 8.071 0.226
H -4.255 0.490 8.303 0.205
H -2.464 2.872 3.708 -0.235
H -3.960 2.646 3.361 0.407
C -4.324 6.285 -0.092 -1.870
C -4.775 4.821 0.051 0.738
C -6.337 4.733 -0.021 -0.493
O -6.869 5.481 1.018 -0.399
C -8.209 5.085 1.196 -0.566
N -4.214 4.195 -1.085 1.375
H -3.262 6.387 -0.191 0.360
H -4.764 6.819 0.730 0.520
H -4.896 6.764 -0.880 0.394
H -4.411 4.389 0.999 -0.343
H -6.635 3.658 -0.053 0.132
H -6.671 5.180 -0.951 0.423
H -8.385 4.024 1.526 0.045
H -8.775 5.296 0.236 0.281
H -8.678 5.683 1.979 0.371
H -4.519 4.689 -1.928 0.194
H -4.489 3.221 -1.190 -0.988
C -0.269 5.158 6.295 -1.601
C 0.205 3.732 5.895 2.161
C 1.593 3.700 5.294 -0.353
O 2.065 2.408 4.950 -0.267
C 3.338 2.451 4.442 0.034
N 0.224 2.860 7.043 -0.809
H -0.229 5.759 5.378 0.172
H 0.317 5.598 7.058 0.439
H -1.266 5.171 6.693 0.457
H -0.467 3.329 5.118 -1.026
H 2.365 4.158 5.964 0.260
H 1.476 4.331 4.349 -0.103
H 3.601 1.451 4.088 -0.027
H 4.075 2.761 5.183 0.513
H 3.432 3.170 3.610 -0.286
H -0.707 2.521 7.305 0.189
H 0.614 1.943 6.695 0.322
C -1.652 -0.715 -0.927 0.035
C -1.999 0.178 0.255 0.635
C -0.676 0.700 0.845 0.735
O 0.053 -0.336 1.376 0.269
C 1.227 0.123 2.014 0.337
N -2.926 1.223 -0.152 1.743
H -0.643 -1.165 -0.744 -0.318
H -1.464 0.076 -1.712 -0.155
H -2.366 -1.470 -1.253 -0.197
H -2.447 -0.457 1.019 -0.299
H -0.826 1.542 1.541 0.217
H -0.112 1.170 -0.064 -0.861
H 1.751 -0.787 2.358 -0.321
H 1.078 0.801 2.851 0.070
H 1.910 0.688 1.402 -0.656
H -2.390 1.862 -0.703 -0.934
H -3.313 1.787 0.588 -0.177
C -3.235 -5.945 -1.819 -0.934
O -2.615 -4.740 -1.251 0.161
C -2.285 -4.917 0.120 -0.927
C -2.279 -3.578 0.861 1.334
N -2.168 -3.720 2.254 0.058
C -2.314 -2.484 3.039 0.760
C -2.286 -2.837 4.482 -0.374
O -3.200 -3.853 4.717 -0.467
C -3.216 -4.458 6.035 -0.692
H -3.459 -5.633 -2.802 0.196
H -4.153 -6.155 -1.262 0.347
H -2.546 -6.775 -1.783 0.301
H -1.294 -5.376 0.199 0.036
H -3.043 -5.603 0.568 0.464
H -3.184 -3.037 0.528 -0.514
H -1.410 -2.953 0.515 -0.540
H -2.865 -4.353 2.601 0.407
H -3.228 -1.915 2.808 -0.238
H -1.422 -1.843 2.872 -0.245
H -2.572 -1.937 5.065 -0.184
H -1.243 -3.082 4.804 0.278
H -3.120 -3.624 6.787 0.173
H -2.381 -5.150 6.051 0.302
H -4.170 -4.975 6.182 0.260
C 3.968 -8.806 2.608 -0.934
O 3.365 -7.600 2.129 -0.233
C 1.947 -7.584 2.471 -1.044
C 1.264 -6.246 2.164 -0.469
N 1.950 -5.085 2.638 0.199
C 1.196 -3.886 2.843 0.455
C 1.794 -3.040 3.957 -1.384
O 3.120 -2.646 3.648 0.354
C 3.750 -2.211 4.841 -0.794
H 3.893 -9.610 1.920 0.335
H 3.440 -9.080 3.488 0.409
H 4.983 -8.677 2.891 0.259
H 1.871 -7.764 3.523 0.524
H 1.547 -8.431 1.977 0.448
H 0.283 -6.291 2.641 0.399
H 1.042 -6.278 1.074 0.174
H 2.812 -4.914 2.183 -0.197
H 0.194 -4.176 3.093 0.047
H 1.054 -3.325 1.944 -0.172
H 1.882 -3.732 4.804 0.839
H 1.083 -2.247 4.271 0.095
H 3.444 -2.897 5.613 0.398
H 3.460 -1.223 5.032 0.186
H 4.821 -2.151 4.821 0.105
C 4.510 1.311 -1.931 -0.517
O 4.402 2.423 -1.074 -0.578
C 3.041 2.610 -0.734 1.531
C 2.782 3.877 0.066 0.540
N 3.223 4.969 -0.848 -0.163
C 3.029 6.249 -0.232 0.961
C 3.519 7.280 -1.158 -0.695
O 3.315 8.578 -0.690 -0.244
C 3.283 9.490 -1.696 -0.784
H 3.725 0.584 -1.755 -0.072
H 5.465 0.830 -1.924 0.391
H 4.325 1.615 -2.986 0.363
H 2.587 1.779 -0.174 -0.849
H 2.435 2.697 -1.634 -0.591
H 3.354 3.948 1.028 0.279
H 1.679 3.963 0.311 -0.634
H 4.104 4.711 -1.227 0.347
H 3.439 6.334 0.786 -0.317
H 1.941 6.406 -0.097 -0.621
H 2.992 7.144 -2.086 0.544
H 4.626 7.192 -1.315 0.286
H 4.122 9.353 -2.427 0.297
H 3.409 10.516 -1.323 0.228
H 2.296 9.470 -2.220 0.293
C -3.339 5.441 -4.851 -0.577
O -4.292 4.658 -4.225 -0.421
C -3.919 3.282 -4.207 -0.276
C -5.049 2.342 -3.925 -0.516
N -4.541 0.957 -3.635 0.326
C -5.687 0.018 -3.473 -1.322
C -5.113 -1.125 -2.650 2.130
O -6.195 -2.056 -2.340 -0.580
C -5.691 -2.935 -1.287 -0.107
H -2.298 5.168 -4.563 0.119
H -3.682 6.484 -4.710 0.274
H -3.347 5.249 -5.973 0.323
H -3.199 3.134 -3.411 -0.274
H -3.368 3.039 -5.089 0.676
H -5.751 2.296 -4.731 0.659
H -5.657 2.687 -3.026 -0.019
H -4.092 0.930 -2.770 -0.149
H -5.976 -0.401 -4.438 0.360
H -6.657 0.391 -3.119 0.442
H -4.514 -0.861 -1.731 -0.360
H -4.486 -1.718 -3.403 -1.100
H -4.635 -3.256 -1.438 -0.152
H -6.226 -3.872 -1.335 0.474
H -5.823 -2.390 -0.341 -0.004
C 5.266 5.420 4.055 -0.920
O 4.319 6.197 3.325 -0.094
C 3.775 7.142 4.168 -0.693
C 2.650 7.927 3.434 -0.794
N 1.608 6.995 2.965 0.375
C 0.685 7.648 2.103 -0.909
C -0.542 6.852 1.862 -0.790
O -0.218 5.618 1.267 0.659
C -1.325 4.768 1.274 -0.367
H 5.786 4.824 3.327 0.200
H 4.771 4.836 4.825 0.344
H 5.975 6.113 4.486 0.381
H 4.563 7.840 4.517 0.470
H 3.388 6.705 5.115 0.316
H 3.085 8.506 2.626 0.361
H 2.188 8.644 4.138 0.397
H 2.061 6.200 2.522 -0.339
H 1.130 7.981 1.173 0.119
H 0.440 8.610 2.571 0.672
H -1.275 7.407 1.281 0.346
H -1.108 6.670 2.831 0.281
H -2.076 4.992 0.513 -0.542
H -1.778 4.791 2.265 0.555
H -0.961 3.757 1.082 -0.196
C 10.528 -5.065 -3.794 -0.728
O 9.150 -5.086 -3.592 -0.324
C 8.756 -4.464 -2.339 -0.808
C 7.378 -3.875 -2.355 -0.051
N 6.413 -4.923 -2.593 -0.168
C 5.053 -4.491 -2.808 -1.333
C 4.141 -4.365 -1.607 0.334
O 4.606 -3.208 -0.879 0.084
C 3.520 -2.648 -0.129 0.035
H 10.980 -4.045 -3.783 0.289
H 10.748 -5.472 -4.805 0.236
H 11.006 -5.681 -3.031 0.303
H 9.485 -3.653 -2.140 0.458
H 8.895 -5.286 -1.619 0.178
H 7.409 -3.032 -3.029 0.425
H 7.250 -3.485 -1.379 -0.026
H 6.706 -5.429 -3.448 0.335
H 4.600 -5.242 -3.450 0.576
H 5.014 -3.547 -3.345 0.362
H 4.171 -5.288 -0.960 -0.092
H 3.140 -4.246 -1.979 -0.001
H 3.881 -2.082 0.765 -0.433
H 2.816 -3.420 0.147 0.754
H 3.041 -1.898 -0.760 -0.364
C 5.656 0.714 1.143 -0.251
O 6.234 -0.122 2.143 -0.463
C 6.633 -1.348 1.660 0.208
C 7.107 -2.228 2.801 -0.713
N 7.192 -3.637 2.334 -0.341
C 5.905 -4.275 2.289 1.107
C 5.979 -5.385 1.266 0.879
O 7.025 -6.323 1.605 -0.559
C 7.242 -7.242 0.560 -0.385
H 5.254 1.576 1.626 0.152
H 4.794 0.156 0.693 -0.033
H 6.399 0.907 0.351 0.339
H 7.452 -1.030 1.076 0.594
H 5.902 -1.872 1.032 -0.217
H 6.425 -2.091 3.624 -0.105
H 8.147 -1.984 3.120 0.363
H 7.810 -4.182 2.873 0.302
H 5.187 -3.536 1.926 -0.997
H 5.613 -4.716 3.262 0.287
H 6.279 -4.844 0.329 -0.583
H 5.014 -5.923 1.137 -0.048
H 7.317 -6.732 -0.394 -0.013
H 6.452 -8.023 0.403 0.176
H 8.167 -7.847 0.749 0.319
C 0.323 -2.981 -2.903 0.106
O 0.537 -2.394 -4.177 0.490
C 1.773 -2.626 -4.868 -0.422
C 1.553 -2.289 -6.360 -0.323
N 2.791 -2.198 -7.114 -0.164
C 2.577 -2.145 -8.519 -0.589
C 2.703 -3.512 -9.117 -0.667
O 1.752 -4.268 -8.501 -0.126
C 1.786 -5.700 -8.593 -0.767
H -0.718 -2.831 -2.528 -0.335
H 0.959 -2.436 -2.182 -0.500
H 0.547 -4.079 -2.867 0.413
H 2.092 -3.630 -4.656 0.266
H 2.464 -1.882 -4.406 0.075
H 0.953 -1.331 -6.428 0.074
H 0.792 -2.957 -6.835 0.030
H 3.338 -1.460 -6.717 0.289
H 3.319 -1.503 -8.969 0.439
H 1.601 -1.734 -8.905 0.243
H 3.665 -3.975 -8.952 0.407
H 2.532 -3.408 -10.208 0.313
H 0.983 -6.136 -7.996 0.168
H 2.733 -6.098 -8.129 0.316
H 1.706 -6.008 -9.628 0.304
C -7.748 0.623 6.325 -0.670
O -7.372 0.755 4.902 -0.317
C -6.557 -0.260 4.427 0.345
C -6.548 -0.355 2.936 -0.590
N -6.197 0.905 2.287 0.179
C -6.141 0.700 0.898 1.268
C -7.489 0.626 0.127 -1.160
O -8.202 1.813 0.348 0.019
C -9.486 1.805 -0.273 -0.989
H -8.090 1.657 6.627 0.235
H -6.853 0.329 6.958 0.161
H -8.500 -0.143 6.405 0.329
H -6.923 -1.242 4.859 0.406
H -5.551 -0.059 4.801 -0.431
H -7.399 -0.877 2.621 0.650
H -5.731 -1.060 2.613 -0.186
H -6.791 1.620 2.586 0.503
H -5.786 -0.305 0.701 -0.250
H -5.633 1.416 0.258 -1.318
H -8.093 -0.225 0.541 0.499
H -7.332 0.301 -0.941 0.360
H -9.515 1.643 -1.312 0.352
H -9.992 2.719 0.003 0.242
H -10.093 0.959 0.113 0.341

***

2.
9
Properties=species:S:1:pos:R:3:mulliken_charge:R:1 method="wB97M-V/def2-TZVPD" energy_ha=-1235.67435 charge=-1 orbital_gap_ev=5.7073 lumo_ev=3.27
S 1.070 -1.687 -1.465 -0.321
H 2.019 -2.000 -0.493 0.134
C -0.896 0.236 0.707 -0.735
S -0.435 1.909 1.142 -0.204
S 0.596 2.447 -0.681 -0.673
H -1.953 0.042 0.855 0.286
H -0.836 0.390 -0.372 0.135
H -0.429 -0.774 1.071 0.234
H 0.863 -0.562 -0.764 0.144

***

3.
13
Properties=species:S:1:pos:R:3:mulliken_charge:R:1 method="wB97M-V/def2-TZVPD" energy_ha=-211.56996 charge=0 orbital_gap_ev=10.5370 lumo_ev=1.01 smiles=CCN.O
C -1.231 1.909 -1.162 -0.956
C -0.899 0.802 -2.148 -0.387
N -0.715 -0.569 -1.621 -0.653
H -1.147 1.539 -0.138 0.308
H -2.259 2.232 -1.298 0.274
H -0.539 2.755 -1.240 0.268
H -0.084 0.978 -2.842 0.383
H -1.707 0.694 -2.879 0.293
H -1.455 -0.694 -0.929 0.236
H 0.149 -0.613 -1.086 0.233
O 3.390 -2.790 5.430 -0.638
H 3.496 -3.738 5.315 0.320
H 3.001 -2.504 4.598 0.319

***

4.
18
Properties=species:S:1:pos:R:3:mulliken_charge:R:1 method="wB97M-V/def2-TZVPD" energy_ha=-800.06475 charge=-2 orbital_gap_ev=5.9838 lumo_ev=6.74
C 0.226 -1.085 -1.426 -1.445
C 0.286 -1.296 1.077 -1.367
C 1.198 1.961 0.360 -0.460
C -0.373 -0.751 -0.075 1.351
O -2.419 0.872 1.256 -0.775
O -1.750 -1.212 -0.188 -0.590
O -2.306 1.101 -1.222 -0.791
O 1.643 0.787 0.168 -0.695
P -1.750 0.441 -0.004 0.641
H -0.290 -0.387 -2.095 0.328
H 1.226 -0.739 -1.377 0.377
H 0.072 -2.119 -1.771 0.269
H 0.162 -2.445 1.049 0.243
H -0.144 -0.950 2.000 0.278
H 1.396 -1.083 0.936 0.345
H 1.314 2.659 -0.407 0.197
H 1.522 2.446 1.265 0.181
H -0.012 1.801 0.453 -0.087

***

5.
17
Properties=species:S:1:pos:R:3:mulliken_charge:R:1 method="wB97M-V/def2-TZVPD" energy_ha=-363.49162 charge=-1 orbital_gap_ev=6.4218 lumo_ev=3.76
C -0.420 0.283 -0.033 -0.313
C -0.331 -0.244 1.368 -0.722
C -1.316 -1.680 1.541 -0.179
O -2.365 -1.366 2.220 -0.832
N 0.786 1.064 -0.403 -0.347
C 1.430 0.487 -2.154 0.012
O 1.984 1.520 -2.571 -0.669
H -0.594 -0.584 -0.753 0.236
H -1.297 0.861 0.086 0.147
H 0.699 -0.826 1.588 0.329
H -0.575 0.523 2.186 0.157
H -1.281 -2.167 0.480 0.122
H -0.549 -2.281 2.146 0.121
H 1.444 1.023 0.378 0.275
H 1.280 1.920 -0.604 0.278
H 1.836 -0.513 -1.656 0.207
H 0.400 0.290 -2.551 0.180

***

6.
54
Properties=species:S:1:pos:R:3:mulliken_charge:R:1 method="wB97M-V/def2-TZVPD" energy_ha=-3050.33137 charge=-1 orbital_gap_ev="6.2953 / 6.2961" lumo_ev="2.51 / 2.51"
Ti -0.055 -0.232 -0.449 -0.288
C -4.223 -3.749 -0.298 -0.423
C -3.040 -4.364 0.097 -0.804
C -1.956 -3.605 0.499 0.161
C -2.042 -2.212 0.521 -0.380
C -3.226 -1.601 0.121 -0.072
C -4.307 -2.367 -0.291 -0.609
N -0.931 -1.418 0.881 0.529
C -0.264 -1.663 2.071 0.071
C -0.735 -2.371 3.173 -0.434
C 0.060 -2.481 4.309 -0.726
C 1.314 -1.885 4.356 -0.575
C 1.791 -1.168 3.265 -0.797
C 1.003 -1.059 2.127 0.134
N 1.325 -0.405 0.945 1.790
N 2.582 0.158 0.909 -1.527
C 2.774 0.656 -0.282 0.081
C 4.009 1.276 -0.668 -0.913
C 4.160 1.737 -1.933 -0.120
C 3.097 1.612 -2.873 -1.063
C 1.934 1.030 -2.465 -0.362
N 1.736 0.587 -1.194 0.736
H -5.064 -4.346 -0.627 0.356
H -2.956 -5.444 0.073 0.347
H -1.024 -4.077 0.782 0.497
H -3.277 -0.519 0.116 0.204
H -5.214 -1.875 -0.620 0.369
H -1.715 -2.831 3.140 0.453
H -0.309 -3.036 5.163 0.366
H 1.925 -1.979 5.246 0.359
H 2.766 -0.701 3.272 0.418
H 4.796 1.335 0.072 0.471
H 5.096 2.194 -2.235 0.359
H 3.209 1.933 -3.898 0.446
H 1.108 0.871 -3.150 0.407
O -0.370 -0.641 -4.061 -0.686
S -1.025 -1.015 -2.830 1.185
O -2.227 -1.785 -2.964 -0.624
O -1.278 0.261 -1.981 -0.286
O -0.036 -1.668 -1.855 -0.363
C 2.013 4.030 -0.067 -1.024
N 1.090 3.085 0.531 -0.059
C -0.160 2.830 0.150 0.429
S -1.104 1.755 1.074 -0.426
N -0.587 3.420 -1.000 -0.204
C -1.974 3.268 -1.439 -0.929
H 3.023 3.649 0.060 0.351
H 1.927 5.013 0.402 0.317
H 1.840 4.134 -1.134 0.331
H 1.394 2.572 1.346 0.294
H 0.085 3.345 -1.755 0.260
H -2.629 3.456 -0.593 0.393
H -2.171 2.273 -1.835 0.254
H -2.161 4.020 -2.205 0.321

***

7.
67
Properties=species:S:1:pos:R:3:mulliken_charge:R:1 method="wB97M-V/def2-TZVPD" energy_ha=-2339.80267 charge=+1 orbital_gap_ev=7.8892 lumo_ev=-4.32
Zr -0.909 1.014 1.350 -0.127
O -0.018 4.031 3.429 -0.562
C 0.183 2.794 3.181 0.653
O 0.699 2.348 2.147 -0.518
C -0.282 1.789 4.232 -0.381
O -0.082 0.518 3.623 -0.311
C -0.944 -0.548 4.043 -0.580
C -2.113 -0.584 3.008 0.872
O -2.601 -1.614 2.614 -0.592
O -2.368 0.606 2.580 -0.520
H -0.044 4.595 2.554 0.545
H -1.343 1.994 4.445 0.374
H 0.313 1.888 5.153 0.496
H -1.300 -0.404 5.069 0.466
H -0.362 -1.473 3.974 0.298
O -0.383 4.707 1.001 -0.744
C -0.926 3.655 0.670 0.350
O -1.609 2.905 1.438 -0.461
C -0.701 3.091 -0.721 1.377
C -0.977 3.818 -1.889 -0.896
C -0.775 3.208 -3.100 -1.003
C -0.240 1.906 -3.136 1.223
C 0.035 1.237 -4.348 -0.844
C 0.568 -0.022 -4.341 -0.865
C 0.840 -0.670 -3.124 -0.658
C 0.588 -0.054 -1.927 0.197
C 0.034 1.247 -1.901 -0.020
N -0.239 1.845 -0.705 -0.065
H -1.373 4.818 -1.807 0.562
H -1.009 3.711 -4.025 0.518
H -0.169 1.752 -5.275 0.473
H 0.800 -0.523 -5.267 0.463
H 1.263 -1.664 -3.148 0.546
H 0.827 -0.541 -0.990 0.089
O -2.392 -4.058 -4.593 -0.609
N -2.939 -3.018 -4.323 1.051
O -3.686 -2.397 -5.036 -0.609
C -2.633 -2.445 -3.021 -0.667
C -3.004 -1.143 -2.747 -0.423
C -2.626 -0.562 -1.540 -0.108
C -1.793 -1.253 -0.594 1.038
O -1.290 -0.701 0.430 0.174
C -1.496 -2.617 -0.920 -0.420
C -1.918 -3.201 -2.088 -0.581
N -0.662 -3.354 0.006 0.989
O -0.805 -4.544 0.067 -0.638
O 0.163 -2.708 0.623 -0.441
N -2.995 0.771 -1.262 1.294
O -2.782 1.211 -0.118 -0.529
O -3.471 1.454 -2.136 -0.600
H -3.588 -0.582 -3.468 0.692
H -1.681 -4.234 -2.308 0.662
C 3.838 -1.174 3.093 -1.648
C 3.429 -1.160 1.613 1.792
C 3.492 -2.577 1.029 -1.575
C 4.308 -0.181 0.807 -1.565
C 2.101 -0.631 1.495 0.132
N 1.085 -0.117 1.327 -0.291
H 4.906 -1.366 3.162 0.428
H 3.314 -1.960 3.630 0.385
H 3.626 -0.218 3.566 0.381
H 4.510 -2.949 1.108 0.469
H 3.197 -2.586 -0.017 0.297
H 2.833 -3.247 1.575 0.373
H 5.348 -0.490 0.872 0.438
H 4.217 0.827 1.206 0.408
H 4.012 -0.168 -0.241 0.345